204
Properties=species:S:1:pos:R:3:forces:R:3 method="wB97M-V/def2-TZVPD" gap_ha=0.3862 e_lumo_ev=0.06 charge=0 homo_energy_ev=-10.45 relative_energy_kj_mol=325.0 total_energy_ev=-181079.70323 smiles="CCOP(=O)(OCC)OCC.CCOP(=O)(OCC)OCC.CCOP(=O)(OCC)OCC.CCOP(=O)(OCC)OCC.CCOP(=O)(OCC)OCC.CCOP(=O)(OCC)OCC.COC(=O)OC.COC(=O)OC.COC(=O)OC.COC(=O)OC"
P -2.16510 6.72659 4.68129 -0.3060 -0.9931 -0.1692
P -1.94802 6.41745 -4.52753 -0.5672 -1.7930 -0.6817
P 6.70137 2.75498 3.45268 -0.0694 -1.3086 1.4713
P -0.00805 -1.77438 -7.52152 -0.7829 0.9529 -2.5408
P 3.97807 -6.12014 -3.65815 -0.7268 0.9942 0.2927
P -4.19526 -8.38673 -1.02237 -1.2165 0.4087 0.1391
O -3.50362 6.62880 5.62500 1.8635 0.2833 -1.1463
O -1.40496 7.95953 5.32947 -0.5461 0.3371 -0.3651
O 0.78597 -2.32476 -8.67321 -1.8177 0.1587 2.1249
O -3.81200 -8.41688 -2.59525 -1.8673 0.2968 0.5090
O 3.61910 -3.63838 5.93531 -0.3859 -1.3524 1.1956
O 8.02439 3.65855 3.27923 -1.7142 0.0763 -0.3300
O 6.86861 1.59227 4.44614 -0.7338 2.8935 -3.0394
O -2.63749 5.52603 -3.29382 1.8216 2.4027 -0.7484
O 5.61141 3.88651 3.79407 1.6250 -0.0952 -0.7990
O 2.21482 -1.91385 6.36510 0.2491 -2.6001 0.8919
O -4.17366 -1.81878 0.78573 0.6081 0.2249 1.3712
O -1.28848 5.53246 4.62595 -1.0269 0.9242 0.2592
O -2.54342 7.89729 -4.32444 3.3140 -1.3963 0.8648
O -2.24690 5.87800 -5.89595 0.4916 0.4740 2.1153
O 4.34213 -7.64505 -3.18496 -0.1880 2.0436 -0.6112
O -4.24118 1.05286 9.88895 -0.0485 0.0463 -0.0602
O -5.09457 -0.42381 2.34058 -0.2311 0.5966 0.3922
O -3.45109 -1.85947 2.87446 0.9719 -0.3305 -0.2284
O -5.32091 -7.15033 -0.97028 1.9544 -2.2080 0.2776
O 0.13936 -0.00685 0.93769 0.6579 0.4828 1.0359
O 4.64854 -6.04297 -5.12999 0.2258 0.3535 2.9547
O 4.88847 -5.11254 -2.77146 0.3446 -0.8253 -0.6538
O -0.16116 -0.96761 -0.91103 0.6263 -2.4273 -0.8169
O -2.91074 -7.68663 -0.38019 -0.1399 -0.4133 0.2377
O -0.87097 -2.74289 -6.53664 2.0498 3.2892 -0.5428
O -2.70811 7.19262 3.19567 -0.0316 -0.1061 2.5664
O -2.57337 -0.61143 9.79999 -2.4801 3.8081 -0.6623
O -1.06386 -0.61835 -8.06934 0.8828 -1.8147 0.9801
O 2.11894 -3.93898 7.49733 1.6625 -0.0568 -0.8059
O 0.88921 -0.93933 -6.51867 -2.2959 -0.0090 -0.6075
O 2.53036 -5.72975 -3.59894 1.7693 -0.9183 -0.0881
O -0.36909 6.53747 -4.13883 -2.5121 1.1263 -0.2562
O -4.64769 -9.70242 -0.44485 1.1431 2.5865 -0.9783
O -0.62180 1.21916 -0.84329 1.0145 -1.9168 1.2120
O 6.26592 2.38647 1.93764 0.0381 -1.1536 1.5963
O -2.39158 1.55307 9.00056 0.3243 -0.6184 0.2751
C 4.83688 4.14167 6.02626 -0.7629 -0.1798 0.6416
C -1.62296 -8.98475 -3.04621 -0.5447 0.1590 0.8500
C -3.11453 -1.20011 4.08041 0.1502 0.5568 1.3935
C -1.77658 0.23871 -7.15343 1.0697 1.0267 0.4014
C -0.70051 -1.09106 -2.19957 -0.2876 -0.7847 -1.5085
C 7.28554 3.24529 -0.05232 -1.7999 0.1600 0.8475
C 3.82182 -6.15028 -6.27137 0.5093 -0.5641 -0.7676
C 2.06795 -1.53311 -6.15137 3.4074 0.5137 1.3207
C -6.94656 -6.59816 -2.65484 -0.0326 -0.7179 -0.5927
C -3.58419 4.50010 -3.45963 0.1395 -1.6607 -0.6663
C -4.33616 4.23066 -2.14643 0.2848 0.4798 -0.6890
C 4.76343 -6.04085 -7.47008 -0.8172 0.3285 -0.2411
C 1.08638 -3.52348 8.33042 -1.8658 0.2868 0.3666
C -5.54717 5.51197 4.81725 2.1167 -1.8574 1.2235
C 4.29706 -3.11404 -1.49883 0.3736 -0.7037 0.0226
C -5.17665 0.30114 10.60562 -1.3752 -0.6939 0.6561
C 4.54165 -7.89288 -1.79896 1.2969 -0.7216 0.4983
C 2.97787 -0.39883 -5.69244 0.6328 0.3430 0.0977
C 9.27939 3.08574 2.93260 0.5751 -0.0576 0.7655
C -0.94024 6.30534 1.68445 -0.2078 0.8770 -0.0710
C 4.56892 -4.62623 -1.41417 -0.9202 0.4970 -1.5287
C -4.30051 -1.27114 2.07485 -0.8362 -0.4750 -2.8035
C 0.23951 1.20141 1.73688 -0.6798 0.0323 -0.2516
C 4.46083 3.76937 4.61627 0.0426 -0.4917 0.3276
C -3.87416 8.09740 -4.55391 -2.7072 1.7819 -0.3939
C 4.14212 -2.99014 4.78949 -0.2473 0.6334 0.1033
C -3.00108 0.77882 -7.80245 -0.5188 0.0931 -0.3223
C 2.59306 -3.07205 6.59566 0.1836 2.4020 -1.1427
C -4.22111 5.40246 5.73139 -2.5465 0.2697 -0.6029
C -5.13636 -1.44385 -0.21383 -0.3430 -0.0574 0.6394
C -2.30594 -6.40258 -0.75958 -1.4506 0.4851 0.1289
C -3.07354 -9.49827 -3.10593 2.4450 -0.7401 -0.1865
C 0.49850 5.42568 -4.08219 0.2857 -1.6646 0.5667
C 10.09003 3.01402 4.22337 -0.0482 -0.7618 -0.8879
C -2.86258 -3.92162 -6.21437 -0.3641 -0.5421 -0.1689
C -0.21999 0.16088 -0.32220 -1.6276 4.1886 -0.2653
C -1.30042 -5.93630 0.26455 0.1520 -0.2440 0.2859
C -2.01943 9.26044 5.31845 0.0595 1.3529 0.0311
C -4.19374 9.61033 -4.36277 -0.4740 -0.7379 -0.3129
C -1.32593 10.19783 6.31412 0.4262 -0.8209 -0.1662
C 6.06316 3.36840 0.92405 1.9462 0.2161 0.0365
C 1.96658 5.82542 -4.29391 -1.4545 -0.1946 -0.0955
C -1.03757 1.37817 8.44733 -1.3369 0.3164 -0.1060
C -1.75730 7.51976 2.20048 0.9705 -1.1841 -1.2854
C -3.07712 0.53262 9.57891 3.8863 -2.3729 0.0290
C 5.05488 -9.32281 -1.68313 -1.6012 -0.1282 0.0450
C -6.65984 -7.45457 -1.35561 -0.7004 1.9986 -1.8337
C -1.49847 -3.90718 -6.93774 -1.0138 -1.4120 0.2440
H 8.24790 3.14997 0.45054 -0.2637 0.2989 0.1952
H 2.61114 -2.03725 -6.95066 -0.5801 -0.2647 -0.2690
H 3.58190 -2.91890 -2.29795 0.1035 0.0694 0.0315
H 0.45002 0.95500 2.77758 0.2633 -0.4940 -0.3339
H 0.19338 4.60335 -4.72932 -0.0011 0.4584 -1.0364
H 3.07247 -5.35888 -6.28755 -0.0660 -0.1046 0.0385
H 9.77983 3.72716 2.20719 -0.2100 0.3150 0.0454
H -3.03003 3.62041 -3.78698 0.0550 -0.3538 0.2238
H -1.15477 1.12364 -7.01803 0.4590 -0.1706 0.4667
H 10.98263 2.44729 3.95847 0.4450 0.3249 0.3350
H 5.99528 -9.51506 -2.19964 0.0184 0.3435 0.2443
H 5.11593 3.17675 0.41996 0.0986 -0.1210 0.0445
H -3.46796 -3.03685 -6.41132 0.4716 0.3912 -0.0253
H -4.75880 -0.29194 11.41911 0.3017 0.0308 -0.2265
H -3.74305 -1.52394 4.90999 -0.1236 -0.2641 -0.1706
H -1.18789 9.65169 7.24728 -0.3871 0.3252 0.2775
H -0.73731 1.68507 1.73789 0.1336 0.2218 -0.2012
H -1.89014 -6.40916 -1.76714 -0.0008 -0.5734 0.0712
H -1.46999 -8.75981 -1.99071 0.5574 -0.1912 0.0149
H 5.35223 -7.32094 -1.34735 -0.0191 0.8025 -0.4773
H -5.78085 -0.33305 9.95690 0.3767 -0.2505 -0.2119
H 1.96951 -2.19853 -5.29368 -0.4278 -0.3130 -0.1029
H 3.67668 4.39048 4.18332 0.1998 0.2022 0.0038
H -0.79264 2.40279 8.16758 0.1084 -0.1769 -0.0623
H -3.59146 1.44239 -7.17060 -0.0273 -0.4636 0.6055
H -0.82707 -9.63165 -3.41525 -0.2385 0.0390 -0.1584
H -3.14706 -5.70931 -0.76013 0.0427 0.1746 -0.2418
H -4.78885 5.19102 -1.89972 -0.3107 -0.2471 0.4840
H -2.07835 -1.40895 4.34653 -0.0688 -0.4078 -0.3647
H -0.27264 5.93754 2.46363 -0.2188 -0.1444 -0.0847
H -4.19220 4.71108 -4.33935 -0.6050 0.2505 0.3331
H -3.62098 10.28003 -5.00429 0.3212 -0.2374 0.1394
H 7.22408 4.17533 -0.61743 0.4278 -0.4206 -0.7128
H -4.58591 5.25096 6.74728 0.3215 0.6103 0.2727
H 3.34691 0.26629 -6.47317 -0.5459 -0.0830 -0.4802
H 3.65264 -7.67019 -1.20892 -0.2555 -0.3747 -0.1508
H -0.98187 8.22944 2.48883 -0.3687 0.3935 0.6205
H -5.48093 -0.42556 -0.03366 -0.1411 -0.1482 -0.0488
H -1.87496 11.13371 6.41790 -0.1757 -0.2226 0.2226
H 4.16442 -6.17671 -8.37054 0.0439 -0.1496 -0.1322
H -5.23367 9.77453 -4.64504 -0.1504 -0.1197 -0.0408
H -3.19088 -0.11279 4.07834 -0.2758 -0.0032 -0.6851
H -0.79841 -4.66697 -6.59026 -0.5689 -0.6888 -0.0825
H -4.13276 9.91052 -3.31670 0.3625 -0.0534 -0.0462
H 5.15044 -5.02408 -7.53729 0.1672 -0.0295 0.1534
H -7.95684 -6.71133 -3.04806 -0.3479 -0.0731 0.5292
H -3.70654 3.86995 -1.33307 0.4110 0.4178 -0.1482
H -1.56241 -3.98580 -8.02302 -0.2371 0.0749 -0.0354
H -4.53303 7.55681 -3.87438 0.2581 -0.2709 0.4408
H 5.07212 -9.56751 -0.62109 0.4056 -0.1945 -0.0372
H -0.39804 -0.33549 -2.92463 -0.1576 0.5036 0.5377
H 10.29400 4.02059 4.58850 0.1522 -0.2059 0.0576
H -1.74037 -5.38560 1.09597 -0.2652 -0.2412 -0.0079
H 9.55732 2.41468 4.96168 -0.1010 0.2037 0.0309
H 9.18688 2.12201 2.43182 -0.2678 -0.2261 0.2630
H -3.08861 9.23590 5.52899 0.0112 -0.5080 0.2780
H -2.69419 1.50052 -8.55945 -0.0964 -0.6215 -0.6835
H -4.73447 -1.52960 -1.22341 0.6238 0.0560 0.3288
H 1.00179 1.86594 1.33015 -0.1055 -0.0622 0.0181
H -1.93471 -0.21494 -6.17502 -0.1040 -0.3352 -0.1341
H 3.64842 -5.15742 -1.17203 0.2434 0.0218 0.7837
H 1.28728 -2.65224 8.95387 0.3293 0.0807 -0.3058
H -6.08135 4.59429 5.06344 -0.2444 -0.1332 -0.1632
H -3.59443 4.52727 5.55987 0.0109 0.1601 -0.6701
H -3.20885 -10.39390 -2.49959 -0.1404 0.0032 -0.0059
H -5.19410 5.39286 3.79292 -0.5494 0.6712 -0.1721
H -0.27777 1.00484 9.13394 -0.4780 -0.2538 0.1411
H 4.29339 -9.95435 -2.14073 0.0914 -0.3191 0.0019
H 2.55020 5.03009 -3.83029 0.3182 0.1758 -0.2683
H -0.60144 -5.23841 -0.19639 0.1198 -0.1800 -0.1341
H -3.59466 -0.06755 -8.14803 -0.2944 0.4152 -0.4166
H -2.76866 -4.04841 -5.13586 0.3561 0.2953 0.0252
H -0.32692 -2.01228 -2.64663 0.1889 -0.1985 0.4668
H 2.16303 6.78713 -3.81996 0.0933 -0.1193 0.0216
H -6.74673 -5.52712 -2.62280 -0.0893 0.0302 0.9807
H -1.15528 0.77213 7.54903 0.4010 -0.1301 0.1615
H 6.03413 4.35386 1.38894 -0.1040 0.0699 -0.1071
H -1.53759 5.50501 1.24771 -0.0912 0.0380 0.2311
H 4.11313 2.73821 4.55361 -0.1242 -0.0795 0.2485
H -1.65878 -8.00336 -3.51916 0.4370 -0.1582 -0.4275
H -3.23471 -9.75720 -4.15239 -1.0638 0.4081 0.0561
H 2.46222 0.23523 -4.97121 0.0981 -0.1234 0.2152
H 3.95346 4.09422 6.66298 -0.2063 -0.1610 0.0160
H 5.02882 -3.49914 4.41161 -0.2031 -0.4115 0.4454
H -3.56353 -4.71010 -6.48836 0.4615 -0.4551 -0.4348
H -4.17800 7.74935 -5.54116 0.2599 0.1704 -0.2886
H 3.89940 -2.72681 -0.56074 -0.0513 -0.1407 0.0669
H -7.34442 -7.06122 -0.60413 0.2377 -0.2024 0.3222
H -2.33447 7.95748 1.38599 0.0062 -0.0011 0.0591
H 2.11228 5.89527 -5.37187 0.4789 0.0611 0.1393
H 0.79811 -4.34215 8.98981 0.4609 -0.1464 -0.1228
H 5.19127 5.16401 6.15795 0.3384 -0.1196 -0.3906
H -0.76749 -6.79594 0.67089 0.2129 0.0907 -0.0557
H -6.86634 -8.51605 -1.49251 0.2907 0.0311 -0.0743
H -1.95509 9.71870 4.33155 0.2052 -0.3171 -0.2913
H 3.36127 -7.13417 -6.18229 -0.3768 0.0622 -0.5364
H -5.94678 -2.17160 -0.17300 -0.2792 0.2496 0.1497
H -1.78237 -1.21726 -2.15746 -0.0397 0.4411 0.0846
H -0.32797 6.73383 0.89097 0.1621 -0.1616 -0.1825
H 4.45380 -1.99380 5.10295 -0.3077 0.2195 -0.5664
H 3.35583 -3.04140 4.03635 0.2214 0.6141 -0.2145
H 5.25016 -2.61643 -1.67793 -0.1453 0.1835 -0.2357
H -6.22046 6.32728 5.08194 0.5696 0.2628 -0.3257
H 5.59277 -6.74805 -7.48298 -0.1850 -0.0393 0.2690
H 3.91982 -0.77041 -5.28901 -0.1907 -0.2841 0.4687
H -5.07331 3.43320 -2.24007 -0.2577 0.2843 -0.4248
H -6.36873 -6.85611 -3.54234 0.5290 -0.7186 0.2832
H 0.21309 -3.34381 7.70336 -0.1328 0.3866 0.1514
H -0.31271 10.46914 6.01768 -0.0012 -0.1099 -0.3641
H 7.10550 2.30762 -0.57813 0.2563 0.3580 -0.6255
H 5.44542 -4.80923 -0.79259 -0.3178 -0.4212 0.0424
H 5.53103 3.39951 6.42054 0.2325 0.2408 -0.0397
H 0.34974 4.86792 -3.15759 0.1565 0.7219 0.8013
H -5.90800 0.98833 11.03105 0.3386 0.2867 0.0324